1.
# C55H83FN7O5Ti

C55H83FN7O5Ti as an isolated structure at a distorted geometry (wB97M-V/def2-TZVPD, the OMol25 dataset).

XYZ file:
```
152
C55H83FN7O5Ti (wB97M-V/def2-TZVPD)
Ti -0.731 0.122 -0.222
C -0.420 3.152 1.207
N -1.087 1.868 1.514
C -0.659 1.454 2.870
C -2.556 2.075 1.512
C -3.159 1.752 0.164
N -2.794 0.372 -0.287
C -3.415 -0.662 0.613
C -2.745 -2.022 0.605
C -3.501 -3.156 0.347
C -2.967 -4.422 0.515
C -1.674 -4.504 1.035
C -0.885 -3.401 1.329
C -1.428 -2.148 1.038
O -0.687 -0.975 1.193
C 0.450 -3.548 2.078
C 0.824 -5.012 2.317
C 0.282 -2.875 3.453
C 1.630 -2.903 1.329
C -3.742 -5.696 0.202
C -3.857 -6.560 1.467
C -5.148 -5.380 -0.300
C -2.987 -6.470 -0.891
C -3.310 0.192 -1.692
C -2.986 -1.122 -2.364
C -3.980 -1.754 -3.100
C -3.702 -2.878 -3.864
C -2.392 -3.359 -3.826
C -1.360 -2.764 -3.105
C -1.697 -1.628 -2.372
O -0.776 -0.939 -1.581
C 0.079 -3.296 -3.179
C 0.985 -2.197 -3.752
C 0.570 -3.686 -1.779
C 0.205 -4.526 -4.081
C -4.725 -3.518 -4.809
C -4.826 -5.031 -4.569
C -6.116 -2.903 -4.642
C -4.256 -3.276 -6.254
H -0.553 3.844 2.042
H -0.842 3.596 0.312
H 0.641 2.987 1.042
H -0.954 2.202 3.611
H 0.423 1.351 2.880
H -1.111 0.499 3.127
H -2.802 3.108 1.764
H -2.994 1.459 2.290
H -2.802 2.450 -0.589
H -4.245 1.837 0.221
H -4.464 -0.767 0.342
H -3.368 -0.303 1.635
H -4.521 -3.027 0.001
H -1.272 -5.489 1.235
H 0.113 -5.517 2.975
H 1.804 -5.057 2.799
H 0.891 -5.570 1.379
H -0.559 -3.313 3.994
H 0.092 -1.802 3.350
H 1.183 -3.022 4.061
H 1.921 -3.505 0.465
H 2.490 -2.866 2.008
H 1.407 -1.898 0.978
H -4.313 -5.994 2.282
H -2.881 -6.920 1.804
H -4.482 -7.434 1.269
H -5.748 -4.877 0.465
H -5.660 -6.309 -0.557
H -5.123 -4.750 -1.192
H -1.992 -6.776 -0.554
H -2.871 -5.851 -1.787
H -3.538 -7.373 -1.166
H -2.901 1.000 -2.290
H -4.393 0.309 -1.660
H -4.978 -1.329 -3.092
H -2.163 -4.233 -4.417
H 1.004 -1.328 -3.096
H 0.629 -1.879 -4.737
H 2.008 -2.573 -3.857
H 0.562 -2.832 -1.102
H 1.595 -4.069 -1.837
H -0.066 -4.466 -1.350
H -0.108 -4.319 -5.107
H -0.375 -5.372 -3.703
H 1.253 -4.833 -4.109
H -5.226 -5.247 -3.579
H -3.858 -5.531 -4.661
H -5.498 -5.475 -5.306
H -6.486 -3.011 -3.617
H -6.819 -3.414 -5.301
H -6.128 -1.843 -4.909
H -3.318 -3.797 -6.464
H -4.104 -2.209 -6.439
H -5.009 -3.640 -6.958
F 6.062 -2.207 -2.092
C 5.312 -1.237 -2.672
C 4.164 -0.841 -2.063
C 3.321 0.096 -2.667
C 2.069 0.480 -2.007
O 1.779 0.018 -0.883
C 1.240 1.358 -2.801
C 1.658 1.818 -4.014
N 2.834 1.495 -4.577
C 3.240 2.116 -5.830
C 2.217 2.367 -6.889
C 3.253 1.301 -7.089
C 3.685 0.607 -3.916
C 4.898 0.221 -4.504
C 5.728 -0.716 -3.911
N 6.906 -1.137 -4.535
C 7.017 -1.297 -5.971
C 7.326 -2.747 -6.319
N 8.590 -3.168 -5.602
C 8.474 -2.974 -4.104
C 8.117 -1.523 -3.834
C -0.119 1.732 -2.352
O -1.019 2.015 -3.095
O -0.224 1.673 -1.017
H 3.863 -1.292 -1.124
H 1.014 2.479 -4.578
H 4.018 2.857 -5.702
H 2.303 3.291 -7.443
H 1.199 2.038 -6.723
H 4.052 1.475 -7.798
H 2.913 0.274 -7.022
H 5.196 0.678 -5.439
H 7.812 -0.651 -6.367
H 6.093 -1.023 -6.473
H 7.475 -2.889 -7.387
H 6.535 -3.407 -5.971
H 9.372 -2.611 -5.950
H 8.811 -4.140 -5.817
H 9.423 -3.255 -3.651
H 7.689 -3.641 -3.754
H 8.944 -0.883 -4.171
H 8.022 -1.379 -2.765
N 5.203 0.086 3.315
C 4.025 -0.810 3.630
C 2.744 -0.017 3.445
N 2.631 0.630 2.149
C 3.799 1.412 1.787
C 5.107 0.646 1.915
H 6.075 -0.426 3.436
H 5.223 0.858 3.983
H 4.138 -1.173 4.650
H 4.080 -1.649 2.939
H 2.689 0.750 4.228
H 1.904 -0.692 3.596
H 2.345 0.001 1.410
H 3.848 2.297 2.434
H 3.702 1.761 0.761
H 5.973 1.282 1.743
H 5.138 -0.206 1.238
```

The HOMO-LUMO gap comes out at 0.2678 Ha. For the HOMO energy, the calculation gives -13.71 eV. The calculation puts the LUMO energy at -6.42 eV. The value obtained for the total energy is -104866.817 eV. As for the multiplicity: 1. As for the net charge: +3.

2.
# C55H98F2O45

A 15-piece molecular cluster, C55H98F2O45 overall at a distorted geometry (wB97M-V/def2-TZVPD, the OMol25 dataset).

XYZ file:
```
200
C55H98F2O45 (wB97M-V/def2-TZVPD)
C 0.339 5.043 3.917
C -1.154 5.053 3.856
O -1.359 6.370 4.253
C -0.341 6.848 5.036
O -0.354 7.799 5.822
O 0.716 6.065 4.907
H 0.824 4.889 2.953
H 0.615 4.114 4.416
H -1.526 4.345 4.596
H -1.401 4.702 2.854
C 1.354 0.776 5.661
C 1.911 -0.249 6.664
O 3.183 0.403 6.768
C 3.531 0.836 5.588
O 4.727 0.956 5.260
O 2.459 1.136 4.850
H 0.754 1.559 6.126
H 0.732 0.212 4.966
H 1.981 -1.308 6.416
H 1.304 -0.107 7.558
C 0.957 -0.083 -0.030
C -0.332 0.608 -0.245
O -1.137 -0.411 -0.708
C -0.348 -1.122 -1.547
O -0.756 -1.775 -2.458
O 0.978 -0.987 -1.104
H 1.039 -0.755 0.824
H 1.746 0.667 -0.085
H -0.299 1.321 -1.069
H -0.825 1.127 0.577
C -3.170 -1.676 -5.829
C -3.847 -0.748 -4.801
O -3.924 0.562 -5.378
C -5.068 1.176 -5.577
O -6.180 0.634 -5.622
O -4.828 2.451 -5.666
C -5.888 3.338 -5.852
H -3.922 -1.972 -6.561
H -2.874 -2.621 -5.374
H -2.313 -1.250 -6.350
H -3.440 -0.795 -3.791
H -4.836 -1.156 -4.594
H -6.362 3.399 -6.832
H -5.547 4.372 -5.813
H -6.660 3.295 -5.084
C 2.027 -9.425 -2.198
C 1.502 -8.195 -1.637
O 1.203 -7.291 -2.738
C 0.694 -6.044 -2.571
O 0.496 -5.461 -1.506
O 0.444 -5.542 -3.768
C 0.038 -4.189 -3.920
H 2.763 -9.180 -2.964
H 1.196 -10.017 -2.583
H 2.467 -10.018 -1.396
H 2.322 -7.698 -1.119
H 0.669 -8.307 -0.943
H 0.485 -3.887 -4.867
H 0.425 -3.646 -3.058
H -1.050 -4.243 -3.897
C 9.968 0.474 0.144
C 8.496 1.000 0.018
O 7.638 -0.127 0.135
C 7.217 -0.588 1.275
O 7.545 -0.163 2.395
O 6.195 -1.453 1.025
C 5.600 -2.113 2.131
H 10.392 0.462 1.148
H 10.626 1.096 -0.463
H 10.019 -0.479 -0.383
H 8.414 1.565 -0.910
H 8.352 1.624 0.901
H 4.888 -2.805 1.681
H 5.120 -1.457 2.858
H 6.414 -2.618 2.651
C -0.105 10.454 3.865
C -0.063 10.067 2.327
O 0.308 8.743 2.170
C 0.328 8.209 0.983
O 0.103 8.733 -0.080
O 0.701 6.919 1.180
C 0.814 6.044 0.067
H 0.755 10.108 4.439
H -1.038 10.175 4.355
H -0.212 11.534 3.961
H 0.697 10.677 1.838
H -1.025 10.324 1.885
H 0.063 6.128 -0.719
H 0.858 4.983 0.312
H 1.761 6.259 -0.427
C 5.348 2.269 -1.288
C 5.118 0.903 -1.897
O 3.917 1.131 -2.732
C 3.314 0.135 -3.474
O 3.674 -1.087 -3.361
O 2.342 0.664 -4.234
C 1.558 -0.122 -5.020
H 6.156 2.820 -1.770
H 5.610 2.063 -0.251
H 4.510 2.960 -1.194
H 5.040 0.153 -1.110
H 5.973 0.710 -2.545
H 0.843 -0.660 -4.397
H 2.067 -0.907 -5.580
H 1.127 0.566 -5.747
C 3.373 3.253 1.742
C 4.642 2.700 2.584
O 5.198 3.744 3.379
C 6.330 3.510 4.101
O 6.982 2.460 3.953
O 6.685 4.508 4.921
C 5.774 5.424 5.460
H 2.944 2.688 0.915
H 3.705 4.210 1.340
H 2.578 3.458 2.460
H 5.361 2.318 1.860
H 4.497 1.773 3.139
H 5.436 5.100 6.444
H 4.838 5.600 4.931
H 6.347 6.340 5.604
C -3.143 0.227 2.451
C -3.183 -1.198 2.888
O -2.034 -1.888 2.358
C -0.804 -1.905 2.996
O -0.636 -1.241 4.035
O 0.032 -2.831 2.537
C -0.331 -3.727 1.490
H -3.094 0.426 1.380
H -2.253 0.744 2.809
H -4.065 0.776 2.643
H -4.130 -1.594 2.521
H -3.243 -1.537 3.922
H -0.014 -3.394 0.501
H -1.357 -4.038 1.297
H 0.301 -4.613 1.445
C -9.613 -5.057 -4.652
C -9.733 -3.582 -4.169
O -8.975 -3.412 -2.967
C -8.011 -2.370 -3.066
O -8.034 -1.409 -3.894
O -7.286 -2.493 -2.007
C -6.349 -1.491 -1.548
H -8.595 -5.410 -4.493
H -9.970 -5.278 -5.658
H -10.167 -5.775 -4.048
H -10.747 -3.271 -3.918
H -9.432 -2.966 -5.016
H -5.803 -1.862 -0.681
H -6.783 -0.550 -1.211
H -5.626 -1.271 -2.334
C 4.269 -6.891 5.363
C 4.420 -5.433 4.799
O 4.539 -5.418 3.394
C 3.487 -5.499 2.593
O 2.337 -5.534 2.920
O 3.903 -5.452 1.286
C 2.938 -5.218 0.237
H 3.271 -7.134 4.997
H 4.227 -6.719 6.438
H 5.150 -7.387 4.956
H 5.469 -5.244 5.027
H 3.733 -4.726 5.265
H 2.485 -4.229 0.305
H 2.127 -5.942 0.322
H 3.337 -5.202 -0.777
C -6.166 -5.866 2.676
C -5.381 -4.586 2.957
O -5.042 -3.936 1.718
C -4.316 -4.430 0.726
O -3.688 -5.478 0.756
O -4.133 -3.552 -0.270
C -3.249 -3.767 -1.431
H -6.934 -5.735 1.914
H -6.624 -6.103 3.636
H -5.521 -6.666 2.311
H -4.501 -4.760 3.576
H -6.072 -3.949 3.510
H -3.100 -4.795 -1.762
H -2.291 -3.283 -1.238
H -3.905 -3.295 -2.162
C -1.547 2.911 -7.314
C -1.596 4.280 -6.709
O -0.998 4.068 -5.440
C -1.071 2.704 -5.191
O -0.801 2.139 -4.158
O -1.627 2.130 -6.245
F -2.851 4.660 -6.559
H -0.659 2.632 -7.881
H -2.432 2.602 -7.870
H -1.082 5.000 -7.346
C -4.305 3.492 -0.717
C -3.691 4.351 -1.671
O -2.413 4.370 -1.186
C -2.279 3.766 -0.043
O -1.217 3.702 0.576
O -3.389 3.258 0.314
F -4.273 5.524 -1.499
H -4.604 2.493 -1.035
H -5.275 3.784 -0.315
H -3.836 4.001 -2.693
```

The HOMO-LUMO gap comes out at 0.3562 Ha. For the HOMO energy, the calculation gives -9.74 eV. The calculation puts the LUMO energy at -0.05 eV. The value obtained for the total energy is -156189.774 eV. As for the multiplicity: 1.

Question: What is the formula in the second record?
Answer: C55H98F2O45

Question: Which value of LUMO does entry 1 give?
Answer: -6.42 eV

Question: Which formula does entry 1 have?
Answer: C55H83FN7O5Ti

Question: Which formula does entry 1 have?
Answer: C55H83FN7O5Ti